i.
A 2-piece molecular cluster, C6H13NO overall, computed with the ωB97M-V functional and the def2-TZVPD basis.

Multiplicity ... 1

Bonds (Å) are listed after each position.
Geometry (Å):
1 C -1.376 -1.484 0.182  C2 1.534, H6 1.089, H7 1.088, H8 1.092
2 C -0.874 -0.053 -0.053  C1 1.534, N3 1.454, C4 1.526, H9 1.117
3 N -1.427 0.580 -1.239  C2 1.454, H10 1.014, H11 1.013
4 C -1.129 0.865 1.139  C2 1.526, O5 1.406, H12 1.101, H13 1.116
5 O -0.796 0.327 2.394  C4 1.406, H14 0.963
6 H -1.246 -2.078 -0.721  C1 1.089
7 H -0.816 -1.965 0.981  C1 1.088
8 H -2.436 -1.483 0.442  C1 1.092
9 H 0.234 -0.079 -0.188  C2 1.117
10 H -2.436 0.648 -1.166  N3 1.014
11 H -1.211 0.036 -2.065  N3 1.013
12 H -2.182 1.188 1.133  C4 1.101
13 H -0.442 1.734 1.010  C4 1.116
14 H -1.318 -0.469 2.540  O5 0.963
15 C 2.193 1.337 0.698  C16 1.203, H18 1.052
16 C 2.337 0.572 -0.219  C15 1.203, C17 1.451
17 C 2.634 -0.232 -1.390  C16 1.451, H19 1.091, H20 1.092, H21 1.093
18 H 2.173 1.884 1.596  C15 1.052
19 H 3.695 -0.175 -1.635  C17 1.091
20 H 2.377 -1.275 -1.198  C17 1.092
21 H 2.047 0.122 -2.241  C17 1.093

Mulliken population analysis, charges in e, atoms 1 to 2: -1.6980 1.7584

ii.
A 2-piece molecular cluster, C6H13NO overall, computed with the ωB97M-V functional and the def2-TZVPD basis.

Multiplicity ... 1

Bonds (Å) are listed after each position.
Geometry (Å):
1 C -0.442 -0.831 1.484  O2 1.387, C3 1.522, H5 1.105, H6 1.116
2 O -0.217 -0.259 0.240  C1 1.387
3 C -1.419 -0.022 2.325  C1 1.522, C4 1.530, H7 1.101, H8 1.092
4 C -0.901 1.391 2.597  C3 1.530, H9 1.099, H10 1.087, H11 1.101
5 H 0.476 -1.024 2.066  C1 1.105
6 H -0.912 -1.828 1.307  C1 1.116
7 H -1.621 -0.526 3.283  C3 1.101
8 H -2.390 0.010 1.827  C3 1.092
9 H -1.516 1.907 3.348  C4 1.099
10 H -0.848 2.008 1.704  C4 1.087
11 H 0.100 1.341 3.052  C4 1.101
12 C 1.366 -0.335 -1.432  C13 1.331, N15 1.429, H16 1.080
13 C 1.966 -1.475 -1.765  C12 1.331, H17 1.087, H18 1.086
14 C -0.378 1.169 -1.816  N15 1.279, H19 1.084, H20 1.103
15 N 0.365 0.235 -2.277  C12 1.429, C14 1.279, H21 1.014
16 H 1.537 0.317 -0.588  C12 1.080
17 H 1.732 -2.040 -2.665  C13 1.087
18 H 2.775 -1.831 -1.134  C13 1.086
19 H -1.158 1.608 -2.427  C14 1.084
20 H -0.317 1.324 -0.725  C14 1.103
21 H 0.113 -0.256 -3.127  N15 1.014

Mulliken population analysis, charges in e, atoms 1 to 2: -0.7926 -0.6030

iii.
A 2-piece molecular cluster, C6H13NO overall, computed with the ωB97M-V functional and the def2-TZVPD basis.

Multiplicity ... 1

Bonds (Å) are listed after each position.
Geometry (Å):
1 C 2.617 -1.352 -1.457  N2 1.258, H8 1.090, H9 1.095
2 N 1.461 -1.258 -1.943  C1 1.258, C3 1.413
3 C 0.314 -0.714 -1.323  N2 1.413, C4 1.330, H10 1.083
4 C -0.177 -1.043 -0.131  C3 1.330, C5 1.515, H11 1.086
5 C -1.506 -0.498 0.352  C4 1.515, C6 1.539, H12 1.099, H13 1.097
6 C -1.383 0.781 1.199  C5 1.539, C7 1.543, H14 1.097, H15 1.092
7 C -0.702 0.576 2.568  C6 1.543, H16 1.093, H17 1.097, H18 1.085
8 H 2.853 -1.110 -0.421  C1 1.090
9 H 3.366 -1.722 -2.166  C1 1.095
10 H -0.211 -0.160 -2.091  C3 1.083
11 H 0.276 -1.669 0.630  C4 1.086
12 H -2.044 -1.305 0.869  C5 1.099
13 H -2.151 -0.318 -0.517  C5 1.097
14 H -2.409 1.128 1.376  C6 1.097
15 H -0.746 1.478 0.651  C6 1.092
16 H -0.866 1.478 3.164  C7 1.093
17 H -1.280 -0.157 3.143  C7 1.097
18 H 0.323 0.291 2.355  C7 1.085
19 O 0.965 2.154 -2.138  H20 0.969, H21 0.966
20 H 0.061 2.174 -1.788  O19 0.969
21 H 1.237 1.247 -2.332  O19 0.966

Mulliken population analysis, charges in e, atoms 1 to 2: -0.2944 -0.4935

iv.
A 2-piece molecular cluster, C6H13NO overall, computed with the ωB97M-V functional and the def2-TZVPD basis.

Multiplicity ... 1

Bonds (Å) are listed after each position.
Geometry (Å):
1 C -1.046 1.149 -1.926  C2 1.457, H5 1.122, H6 1.094, H7 1.108
2 C -0.221 -0.021 -2.197  C1 1.457, C3 1.355, H8 1.138
3 C 1.128 0.027 -2.080  C2 1.355, N4 1.387, H9 1.084
4 N 1.985 -1.004 -2.435  C3 1.387, H10 1.044, H11 1.039
5 H -0.451 1.975 -1.452  C1 1.122
6 H -1.524 1.499 -2.847  C1 1.094
7 H -1.856 0.822 -1.246  C1 1.108
8 H -0.644 -0.984 -2.630  C2 1.138
9 H 1.552 0.879 -1.563  C3 1.084
10 H 2.924 -0.609 -2.663  N4 1.044
11 H 1.588 -1.558 -3.220  N4 1.039
12 C -1.851 -0.231 1.727  C13 1.357, H16 1.068, H17 1.089
13 C -0.567 -0.657 1.838  C12 1.357, C14 1.487, H18 1.111
14 C 0.414 0.103 2.657  C13 1.487, O15 1.475, H19 1.098, H20 1.064
15 O 0.818 -0.789 3.760  C14 1.475, H21 0.971
16 H -2.617 -0.789 1.236  C12 1.068
17 H -2.092 0.707 2.225  C12 1.089
18 H -0.230 -1.562 1.289  C13 1.111
19 H 1.324 0.338 2.089  C14 1.098
20 H -0.015 0.984 3.073  C14 1.064
21 H 1.380 -0.279 4.367  O15 0.971

Mulliken population analysis, charges in e, atoms 1 to 2: -0.9395 -0.1628

Most stable to least stable, the ends of the list are iii and ii.

i.
A 2-piece molecular cluster, C2H3NO4 overall, computed with the ωB97M-V functional and the def2-TZVPD basis.

Multiplicity ... 1

Bonds (Å) are listed after each position.
Geometry (Å):
1 C 2.398 0.725 -0.318  O6 1.166
2 C -0.220 -0.457 0.007  N3 1.303, O4 1.210, O7 1.327
3 N -0.448 0.821 0.120  C2 1.303, O5 1.360, H8 1.096
4 O 0.889 -0.936 -0.058  C2 1.210
5 O -1.746 1.212 0.001  N3 1.360, H9 1.089
6 O 3.408 0.252 0.020  C1 1.166
7 O -1.338 -1.172 0.019  C2 1.327, H10 1.027
8 H 0.418 1.477 -0.019  N3 1.096
9 H -2.221 0.258 0.227  O5 1.089
10 H -1.140 -2.180 0.001  O7 1.027

Mulliken population analysis, charges in e, atoms 1 to 2: 0.0472 0.6796

ii.
A 3-piece molecular cluster, C2H3NO4 overall, computed with the ωB97M-V functional and the def2-TZVPD basis.

Multiplicity ... 1

Bonds (Å) are listed after each position.
Geometry (Å):
1 N 0.141 -0.703 -0.469  C2 1.218, H4 0.990
2 C -0.868 -1.334 -0.209  N1 1.218, O3 1.165
3 O -1.817 -2.007 -0.146  C2 1.165
4 H 0.992 -0.488 -0.011  N1 0.990
5 O -3.035 -2.209 2.216  C6 1.139
6 C -2.203 -1.462 2.434  O5 1.139, O7 1.133
7 O -1.303 -0.818 2.677  C6 1.133
8 O 2.851 2.736 -1.926  H9 0.994, H10 0.958
9 H 2.999 3.719 -1.919  O8 0.994
10 H 2.243 2.565 -2.646  O8 0.958

Mulliken population analysis, charges in e, atoms 1 to 2: -0.4599 0.6128

Most stable to least stable, the ends of the list are ii and i.

i.
One molecule with the formula C4H11BO2, computed with the ωB97M-V functional and the def2-TZVPD basis.

Multiplicity ... 1

Bonds (Å) are listed after each position.
Geometry (Å):
1 C 0.314 0.887 1.032  C2 1.636, H8 1.079, H9 1.105, H10 1.066
2 C 0.452 0.048 -0.365  C1 1.636, C3 1.474, C4 1.628, H11 1.115
3 C 1.798 -0.550 -0.426  C2 1.474, H12 1.010, H13 1.092, H14 1.058
4 C -0.795 -0.998 -0.302  C2 1.628, B5 1.554, H15 1.143, H16 1.089
5 B -2.130 -0.211 -0.189  C4 1.554, O6 1.361, O7 1.360
6 O -2.662 -0.198 1.063  B5 1.361, H17 0.989
7 O -2.467 0.651 -1.185  B5 1.360, H18 0.973
8 H -0.731 1.095 1.198  C1 1.079
9 H 0.900 1.824 1.007  C1 1.105
10 H 0.833 0.326 1.775  C1 1.066
11 H 0.106 0.788 -1.123  C2 1.115
12 H 2.026 -1.094 0.394  C3 1.010
13 H 2.479 0.280 -0.626  C3 1.092
14 H 1.859 -1.211 -1.249  C3 1.058
15 H -0.876 -1.460 -1.343  C4 1.143
16 H -0.579 -1.862 0.325  C4 1.089
17 H -3.499 0.303 1.225  O6 0.989
18 H -2.964 1.422 -0.862  O7 0.973

Mulliken population analysis, charges in e, atoms 1 to 2: -1.3278 0.6738

ii.
A 2-piece molecular cluster, C4H11BO2 overall, computed with the ωB97M-V functional and the def2-TZVPD basis.

Multiplicity ... 1

Bonds (Å) are listed after each position.
Geometry (Å):
1 B 1.722 -0.102 -0.124  O6 1.371, O7 1.506
2 C -0.781 -0.266 1.474  C5 1.526, H8 1.189, H9 1.072, H10 1.069
3 C -0.930 1.438 -0.502  C5 1.566, H11 1.118, H12 1.053, H13 1.188
4 C -1.091 -1.019 -0.986  C5 1.484, H14 1.125, H15 1.071, H16 1.059
5 C -0.589 -0.011 -0.018  C2 1.526, C3 1.566, C4 1.484
6 O 1.924 -0.861 1.000  B1 1.371, H17 0.927
7 O 3.084 0.283 -0.640  B1 1.506, H18 0.930
8 H -1.747 -0.916 1.715  C2 1.189
9 H -0.918 0.633 2.043  C2 1.072
10 H 0.066 -0.725 1.938  C2 1.069
11 H -0.988 1.526 -1.615  C3 1.118
12 H -0.150 2.080 -0.205  C3 1.053
13 H -1.926 1.797 0.039  C3 1.188
14 H -0.430 -1.073 -1.895  C4 1.125
15 H -1.232 -2.020 -0.632  C4 1.071
16 H -2.008 -0.690 -1.400  C4 1.059
17 H 2.831 -1.045 1.066  O6 0.927
18 H 3.164 0.973 -1.259  O7 0.930

Mulliken population analysis, charges in e, atoms 1 to 2: 0.5229 -1.3640

Most stable to least stable, the ends of the list are i and ii.

i.
A 2-piece molecular cluster, C4H9N3 overall, computed with the ωB97M-V functional and the def2-TZVPD basis.

Multiplicity ... 1

Bonds (Å) are listed after each position.
Geometry (Å):
1 C 1.761 0.361 0.672  C4 1.425, N5 1.169
2 C -0.018 1.311 -1.589  H8 1.050, H9 1.040, H10 1.158
3 C -0.425 -0.906 1.097  C4 1.658, N6 1.368, H11 1.138, H12 1.107
4 C 0.859 -0.583 0.100  C1 1.425, C3 1.658, N7 1.347
5 N 2.625 0.948 1.196  C1 1.169
6 N -0.980 0.179 1.717  C3 1.368, H13 0.986, H14 0.996
7 N 1.464 -1.545 -0.623  C4 1.347, H15 1.085, H16 1.019
8 H -0.012 0.979 -2.585  C2 1.050
9 H -0.872 1.173 -1.013  C2 1.040
10 H 0.935 1.810 -1.161  C2 1.158
11 H -1.208 -1.466 0.488  C3 1.138
12 H -0.162 -1.611 1.909  C3 1.107
13 H -0.523 0.556 2.505  N6 0.986
14 H -1.364 0.901 1.148  N6 0.996
15 H 2.159 -1.162 -1.364  N7 1.085
16 H 0.851 -2.279 -0.974  N7 1.019

Mulliken population analysis, charges in e, atoms 1 to 2: 0.2771 -0.8875

ii.
One molecule with the formula C4H9N3, computed with the ωB97M-V functional and the def2-TZVPD basis.

Multiplicity ... 1

Bonds (Å) are listed after each position.
Geometry (Å):
1 C -2.799 -0.170 0.368  N2 1.354, H8 1.169, H9 1.025, H10 1.082
2 N -1.624 0.398 0.729  C1 1.354, C3 1.228
3 C -0.553 0.186 0.168  N2 1.228, C4 1.503, H11 1.075
4 C 0.727 0.917 0.465  C3 1.503, C5 1.544, N6 1.504, H12 1.172
5 C 1.897 1.177 -0.508  C4 1.544, N6 1.437, H13 1.063, H14 1.110
6 N 2.111 0.359 0.654  C4 1.504, C5 1.437, N7 1.469
7 N 2.163 -1.056 0.265  N6 1.469, H15 0.979, H16 1.073
8 H -3.538 -0.384 1.249  C1 1.169
9 H -3.280 0.561 -0.166  C1 1.025
10 H -2.723 -0.995 -0.328  C1 1.082
11 H -0.383 -0.445 -0.686  C3 1.075
12 H 0.532 1.802 1.210  C4 1.172
13 H 1.956 0.731 -1.471  C5 1.063
14 H 2.351 2.184 -0.399  C5 1.110
15 H 1.485 -1.380 0.892  N7 0.979
16 H 3.130 -1.385 0.597  N7 1.073

Mulliken population analysis, charges in e, atoms 1 to 2: -0.7653 -0.3469

Most stable to least stable, the ends of the list are ii and i.